[1]
Computed, not measured: an isolated ion of composition C4H9N2 and charge +1 in a non-equilibrium geometry, with ωB97M-V/def2-TZVPD.

```
15
Properties=species:S:1:pos:R:3:lowdin_charge:R:1
N 1.05141 0.87262 0.12039 -0.0544
N -0.43161 -0.61276 -0.90093 -0.0287
C 1.62869 1.52449 1.08660 0.0574
C 0.07733 0.72739 -0.77049 -0.1154
C 1.79034 0.07581 1.11930 -0.0149
C -1.87633 -0.94712 -0.48776 0.0016
H -2.36559 -1.94077 -0.75738 0.1305
H 2.70348 -0.36731 0.68259 0.1292
H -2.41327 -0.01364 -0.81805 0.1001
H 0.06471 -1.24453 -0.38772 0.1059
H -0.77687 1.42188 -0.90345 0.1363
H 1.21428 -0.34577 1.88402 0.0969
H -1.98092 -0.71351 0.61635 0.1137
H -0.43657 -0.90800 -1.97191 0.2273
H 1.75093 2.47123 1.48844 0.1145
```

Summary:
* charge: +1
* energy above the lowest of the compared OMol25 structures with the same formula, charge and spin: 580.9 kJ/mol
* spin multiplicity: 1

---

[2]
Computed, not measured: C33H39BiCl3F6N3O6S4SbSi3 as an isolated structure, with ωB97M-V/def2-TZVPD.

```
99
Properties=species:S:1:pos:R:3:lowdin_charge:R:1
Bi -0.05385 -0.43037 0.40649 1.7635
Sb 0.34350 -0.45811 -2.45525 0.9540
Cl -4.12431 -3.49927 -0.84011 0.6311
Cl -3.53426 -3.19150 1.98339 0.6435
Cl -2.28132 -5.30723 0.45748 0.6681
S 2.91708 -1.50708 1.35755 0.5688
S 5.17997 -0.52572 2.59401 0.6171
S -5.99253 0.39177 0.04409 1.0604
S 5.04097 4.94958 -0.46638 1.0626
Si 2.47709 0.77381 -3.27888 0.3659
Si -1.65695 0.67036 -3.64601 0.3431
Si 0.58356 -2.89986 -3.32383 0.3868
F 3.47374 1.47649 3.00914 0.1149
F 4.57222 -3.48748 0.82590 0.1603
F 3.34779 -3.79698 2.58979 0.1753
F 3.56493 0.03380 4.62059 0.1561
F 5.18366 1.43529 4.33421 0.1566
F 2.47435 -3.97507 0.62399 0.1388
O -2.09125 -1.47434 -0.19062 -0.2948
O 6.34240 0.17860 2.16333 -0.2600
O 2.02421 -1.31025 2.46992 -0.3228
O -0.55090 -2.96172 0.33018 -0.1099
O 5.26315 -1.74583 3.32937 -0.2476
O 2.25808 -1.33783 0.04595 -0.5412
N 1.00961 1.84094 0.31480 -0.0132
N 4.20649 -0.64546 1.30923 -0.2996
N -1.70478 1.39734 0.42245 -0.0243
C 6.60210 2.96718 -0.08693 -0.1462
C 2.14099 2.61750 -3.16030 -0.1935
C -3.05893 -0.55043 -3.50897 -0.2096
C 2.64975 0.25074 -5.06419 -0.2117
C 6.61180 4.28122 -0.44289 -0.3872
C -7.59067 0.78460 0.49161 -0.3911
C -0.25582 5.30352 0.63342 0.0051
C 0.66330 4.21028 0.48384 -0.1191
C 0.17451 2.90137 0.43369 -0.1628
C 0.52406 -2.70781 -5.18487 -0.2057
C -1.58293 5.08416 0.71973 0.0025
C -3.95943 2.19302 0.64400 -0.1840
C -3.48981 3.48854 0.71162 0.0731
C -2.87201 -3.65814 0.40154 -1.5107
C -0.84069 -3.94816 -2.75537 -0.2033
C 2.05036 4.40012 0.38297 0.0537
C -1.24067 2.66634 0.51121 -0.1704
C -2.11439 3.75152 0.65808 -0.1239
C -1.14243 0.99763 -5.41023 -0.2111
C -7.66200 1.99001 1.12035 -0.1635
C -3.00393 1.17114 0.50418 -0.0844
C -6.39428 2.61145 1.23992 -0.1087
C 4.33780 3.45670 0.03321 -0.4919
C 3.99003 0.21967 -2.34651 -0.1922
C -2.08129 2.30602 -2.84786 -0.1922
C 2.24321 -3.48715 -2.69958 -0.1913
C -1.72867 -2.64890 0.13600 -0.8966
C 2.30712 2.04247 0.22281 -0.0788
C 4.28869 0.67538 3.71893 -0.6625
C 3.37198 -3.32339 1.36220 -0.6727
C 5.29543 2.48988 0.17984 -0.1123
C -5.38411 1.86404 0.69995 -0.4886
C 2.89700 3.32422 0.22950 -0.1903
H -1.98224 1.48069 -5.91866 0.0463
H -3.31004 0.13484 0.44628 0.0860
H -0.68806 -4.30461 -1.73828 0.0035
H -2.68479 2.17657 -1.95063 0.0120
H 2.93126 1.16088 0.12762 0.0749
H 0.14382 6.30836 0.67895 0.1266
H -0.89453 0.09553 -5.96920 0.0195
H 1.48255 -2.39796 -5.60011 0.0209
H -6.23872 3.56102 1.73231 0.1164
H -1.20408 2.90719 -2.60074 0.0236
H -1.80274 -3.43715 -2.81786 0.0138
H 3.40908 0.88534 -5.53125 0.0496
H 1.73448 0.34553 -5.64649 0.0171
H -0.29539 1.68344 -5.46243 0.0268
H 2.44650 5.40826 0.42175 0.1185
H 1.24428 2.87072 -2.59290 0.0055
H 2.87407 -3.80170 -3.53348 0.0430
H -3.99601 -0.07932 -3.81822 0.0451
H -2.27432 5.90866 0.83610 0.1255
H 4.79049 0.93626 -2.55627 0.0510
H 3.87804 0.14508 -1.26552 -0.0138
H 2.98885 3.12062 -2.68982 0.0297
H 2.02755 3.03366 -4.16401 0.0414
H 3.00056 -0.77949 -5.13357 0.0262
H 2.77508 -2.71952 -2.13642 0.0015
H 5.09167 1.47513 0.48751 0.0717
H -0.89022 -4.82300 -3.41056 0.0531
H -2.67756 2.87657 -3.56591 0.0494
H 4.31612 -0.75727 -2.70951 0.0421
H 7.46104 4.89460 -0.69684 0.0739
H -0.23638 -2.00092 -5.51795 0.0106
H -2.89537 -1.41885 -4.15080 0.0343
H 2.11222 -4.33926 -2.03047 0.0384
H -3.17922 -0.90399 -2.48188 0.0021
H -8.58234 2.41541 1.49061 0.1109
H 0.27215 -3.67980 -5.61802 0.0453
H -4.18163 4.31831 0.79034 0.1353
H 7.49004 2.35948 0.00075 0.1166
H -8.39569 0.10323 0.26954 0.0746
```

Summary:
* charge: +1
* energy above the lowest of the compared OMol25 structures with the same formula, charge and spin: 0.0 kJ/mol
* spin multiplicity: 1